(1)
The following is a DFT calculation (ωB97M-V/def2-TZVPD) of a molecular structure, C21H26Cl5N2O3SiTi.

The value obtained for the energy above the lowest of the compared OMol25 structures with the same formula, charge and spin is 10.58 kJ/mol. Its gap between HOMO and LUMO (alpha / beta) is 7.012 / 6.892 eV. As for the expectation value of S²: 2.0109. The value obtained for the HOMO energy (alpha / beta) is -4.47 / -4.90 eV.

Geometry as ORCA input:
```
! wB97M-V def2-TZVPD RIJCOSX def2/J DEFGRID3
* xyz -1 3
Ti -0.39583 -0.46483 -0.21168
Cl -2.21767 1.31249 -0.02003
C -0.44137 0.74252 1.83857
C 0.71209 0.92138 1.17683
C 1.74622 1.43793 1.93213
Cl 3.33370 1.68470 1.20393
C 1.57065 1.78575 3.27422
Cl 2.87324 2.45110 4.19731
C 0.32878 1.58661 3.88343
Cl 0.09913 1.98897 5.55193
C -0.72328 1.05172 3.14231
Cl -2.26994 0.73921 3.85702
C 0.45335 -4.18333 -0.92417
C 0.69340 -3.16133 -1.99883
C 1.00949 -3.52375 -3.29399
C 1.16129 -2.50478 -4.24384
C 0.99392 -1.19072 -3.90300
C 0.68367 -0.87388 -2.55143
N 0.58275 -1.87868 -1.64844
N 0.43208 0.31447 -2.00161
Si 0.35880 1.88788 -2.71708
C -1.30120 2.13951 -3.53819
C 1.73416 2.12133 -3.98950
C 0.64266 3.17809 -1.40389
H 0.33362 -5.17608 -1.35759
H -0.43610 -3.92008 -0.35116
H 1.28936 -4.21447 -0.22191
H 1.11432 -4.56534 -3.56462
H 1.39856 -2.76263 -5.27047
H 1.07324 -0.40531 -4.64050
H -1.48512 1.37055 -4.29308
H -1.37149 3.11879 -4.02050
H -2.07962 2.05915 -2.77674
H 1.53659 1.65999 -4.95893
H 2.68101 1.73017 -3.60905
H 1.86331 3.19437 -4.16136
H -0.11916 3.10626 -0.62720
H 0.59856 4.17564 -1.85221
H 1.62347 3.05277 -0.93882
C 1.74678 -2.88043 3.00305
C 2.79182 -1.92680 2.42637
C 2.30166 -1.76441 0.99890
O 0.86926 -1.82633 1.09312
C 0.46301 -2.37531 2.35941
H 1.69254 -2.86195 4.09113
H 1.95723 -3.90573 2.68776
H 3.80999 -2.31158 2.47734
H 2.75786 -0.96400 2.94125
H 2.64302 -2.57909 0.35258
H 2.57047 -0.81566 0.54030
H -0.28513 -3.14162 2.16732
H -0.00088 -1.57827 2.94676
C -3.78636 -2.63493 -0.64576
C -2.48677 -1.88393 -0.56810
O -2.04620 -1.25270 -1.54875
O -1.82012 -1.90571 0.51863
H -4.33786 -2.33826 -1.53419
H -4.37356 -2.44326 0.25108
H -3.57912 -3.70616 -0.69144
*
```

So, what does the Mulliken scheme give us? The charges, in e, come out as:
1. Ti -0.442
2. Cl -0.464
3. C 0.034
4. C 0.200
5. C 0.410
6. Cl -0.189
7. C -0.192
8. Cl -0.213
9. C 0.694
10. Cl -0.218
11. C -0.527
12. Cl -0.212
13. C -1.053
14. C 0.629
15. C -0.960
16. C -0.502
17. C -1.004
18. C 0.591
19. N 0.528
20. N 0.792
21. Si -0.275
22. C -0.942
23. C -1.300
24. C -0.809
25. H 0.444
26. H 0.066
27. H 0.052
28. H 0.443
29. H 0.383
30. H 0.209
31. H 0.304
32. H 0.380
33. H 0.249
34. H 0.365
35. H 0.358
36. H 0.381
37. H 0.191
38. H 0.443
39. H 0.178
40. C -0.622
41. C -0.506
42. C -0.785
43. O 0.904
44. C -0.425
45. H 0.380
46. H 0.315
47. H 0.452
48. H 0.068
49. H 0.552
50. H 0.034
51. H 0.230
52. H 0.059
53. C -1.462
54. C 1.106
55. O -0.530
56. O -0.740
57. H 0.344
58. H 0.306
59. H 0.299


(2)
The following is a DFT calculation (ωB97M-V/def2-TZVPD) of a molecular structure, C21H26FeO7.

The value obtained for the energy above the lowest of the compared OMol25 structures with the same formula, charge and spin is 0.00 kJ/mol. Its gap between HOMO and LUMO (alpha / beta) is 6.692 / 5.841 eV. As for the expectation value of S²: 6.1868. The value obtained for the HOMO energy (alpha / beta) is -6.22 / -7.77 eV.

Geometry as ORCA input:
```
! wB97M-V def2-TZVPD RIJCOSX def2/J DEFGRID3
* xyz 0 5
C 2.94249 0.03979 -2.70959
C 1.88445 1.10115 -2.93146
O 0.62843 0.73360 -2.41392
C -0.28545 1.72787 -2.66957
C -1.63423 1.46612 -2.21848
C -2.71965 2.34431 -2.48419
O -2.60868 3.38149 -3.12479
C -4.10957 2.01424 -1.99278
C -4.92701 1.17565 -2.98139
C -4.56136 -0.31508 -3.03558
C -3.18210 -0.61264 -3.66736
C -2.07785 -0.94612 -2.65774
C -1.87316 0.13358 -1.59860
O 0.03224 2.76488 -3.24449
H 3.91792 0.33701 -3.09966
H 3.06174 -0.17380 -1.64853
H 2.66163 -0.89476 -3.19400
H 2.15652 2.05425 -2.45849
H 1.73619 1.31126 -3.99949
H -4.07845 1.53768 -1.00979
H -4.60885 2.97614 -1.82128
H -5.99298 1.27542 -2.73459
H -4.82343 1.61302 -3.98091
H -4.60598 -0.74229 -2.02772
H -5.34108 -0.84894 -3.59615
H -3.26902 -1.43650 -4.38989
H -2.87669 0.25227 -4.26893
H -2.29397 -1.90744 -2.17553
H -1.13287 -1.09266 -3.19509
H -1.01594 -0.11366 -0.96215
H -2.72694 0.16939 -0.91959
C 1.14192 1.23421 5.99510
O 2.15772 0.45916 5.40986
C 1.85130 -0.04801 4.10458
C 1.03160 -1.17507 3.93921
C 0.76785 -1.76768 2.56100
C 1.58148 -1.15557 1.43026
C 2.34442 -0.01762 1.64293
C 2.49134 0.54915 2.94850
Fe 2.92430 -1.54970 3.04098
C 2.83790 -3.42210 3.04274
O 2.72365 -4.55516 3.03468
C 3.99586 -1.65430 4.61695
O 4.63436 -1.73018 5.55659
C 4.51284 -1.52454 2.01204
O 5.45598 -1.49558 1.37566
H 1.42611 1.45127 7.02444
H 1.04957 2.16541 5.43638
H 0.20023 0.68558 5.98073
H 0.55714 -1.60553 4.82246
H 0.81963 -2.87336 2.56801
H -0.30236 -1.57129 2.32682
H 1.51443 -1.58530 0.42868
H 2.87950 0.43807 0.80684
H 3.12694 1.42291 3.10623
*
```

So, what does the Mulliken scheme give us? The charges, in e, come out as:
1. C -1.047
2. C -0.238
3. O -0.163
4. C 0.396
5. C 0.390
6. C 0.667
7. O -0.585
8. C -0.881
9. C -0.732
10. C -0.713
11. C -0.909
12. C -0.742
13. C -0.862
14. O -0.587
15. H 0.403
16. H 0.082
17. H 0.314
18. H 0.320
19. H 0.364
20. H 0.365
21. H 0.455
22. H 0.386
23. H 0.344
24. H 0.412
25. H 0.305
26. H 0.448
27. H 0.461
28. H 0.432
29. H 0.366
30. H 0.019
31. H 0.564
32. C -0.773
33. O -0.357
34. C 0.394
35. C -0.305
36. C -1.690
37. C -0.079
38. C -0.860
39. C -0.346
40. Fe 0.682
41. C 0.074
42. O -0.296
43. C 0.206
44. O -0.287
45. C 0.133
46. O -0.291
47. H 0.254
48. H 0.286
49. H 0.326
50. H 0.530
51. H 0.276
52. H 0.535
53. H 0.585
54. H 0.535
55. H 0.439


(3)
The following is a DFT calculation (ωB97M-V/def2-TZVPD) of a molecular structure, C21H26HgN5O6S.

The value obtained for the energy above the lowest of the compared OMol25 structures with the same formula, charge and spin is 1468.22 kJ/mol. Its gap between HOMO and LUMO (alpha / beta) is 5.724 / 5.680 eV. As for the expectation value of S²: 0.7505. The value obtained for the HOMO energy (alpha / beta) is -1.38 / -1.33 eV.

Geometry as ORCA input:
```
! wB97M-V def2-TZVPD RIJCOSX def2/J DEFGRID3
* xyz -2 2
Hg -17.51716 11.93254 0.03233
N -20.18794 14.60032 -0.81004
C -20.39892 13.26655 -0.69266
C -21.42660 12.75197 -1.55587
N -21.25088 12.66271 -2.97775
C -20.34682 11.61643 -3.59347
C -18.88137 11.97609 -3.67903
N -18.74113 13.14293 -4.61789
H -20.70544 15.21763 -0.09464
H -19.08501 14.93429 -1.01924
H -20.56170 12.88601 0.30625
H -19.44658 12.87444 -0.76872
H -22.30248 13.25420 -1.32987
H -21.75166 11.57782 -1.07318
H -22.25880 12.59739 -3.38504
H -20.63397 11.62148 -4.62958
H -20.35093 10.54177 -3.00973
H -18.23760 11.04671 -3.94775
H -18.41443 12.16099 -2.66023
H -19.47002 13.78760 -4.41239
H -17.68754 13.40147 -4.42021
C -12.61059 8.56358 1.49347
C -14.09483 8.61320 1.05358
C -14.40944 8.94777 -0.19976
C -15.65360 9.12379 -0.67184
C -16.67617 8.73723 0.13944
C -16.42962 8.52089 1.43723
C -15.05476 8.33239 1.93286
S -18.34833 9.05849 -0.59335
O -19.27232 7.99367 -0.34283
O -18.14157 9.36959 -1.98789
N -18.97256 10.33089 0.16232
C -19.22257 10.30211 1.63539
C -19.37227 11.75298 2.34114
O -20.04983 11.72458 3.37486
O -18.70804 12.76431 1.89557
H -12.24608 9.53930 1.07267
H -11.89701 7.42391 1.19813
H -12.68741 8.54942 2.58764
H -13.26473 9.48626 -0.74465
H -15.74292 9.67427 -1.61995
H -17.05179 8.49256 2.18247
H -15.24584 8.51241 3.17402
H -18.31142 9.94854 2.14801
H -20.05455 9.83842 1.86779
O -16.92380 14.72603 -1.47475
C -15.71943 14.35218 -1.03112
N -15.58549 13.30589 0.05460
C -14.27332 13.00287 0.11889
O -13.80035 12.18047 0.89941
C -13.45806 13.89344 -0.99012
C -12.10644 13.87287 -0.82847
C -11.74734 14.90942 -1.68501
C -12.44816 15.76385 -2.58450
C -13.78974 15.83777 -2.29560
C -14.39120 14.80000 -1.48640
H -11.86489 13.07587 -0.28964
H -10.63369 15.16268 -1.87805
H -11.92998 19.35183 -4.37998
H -14.52526 16.30946 -2.95294
*
```

So, what does the Mulliken scheme give us? The charges, in e, come out as:
1. Hg 1.604
2. N -0.633
3. C 1.584
4. C -0.852
5. N -0.294
6. C -0.841
7. C 0.444
8. N -0.810
9. H 0.197
10. H 0.369
11. H 0.140
12. H -1.434
13. H 0.493
14. H 0.102
15. H 0.250
16. H 0.531
17. H 0.108
18. H 0.249
19. H -0.332
20. H 0.307
21. H 0.317
22. C -1.397
23. C 1.005
24. C -0.162
25. C -0.090
26. C -0.949
27. C -0.365
28. C -0.768
29. S 1.280
30. O -0.834
31. O -0.553
32. N -0.494
33. C -0.563
34. C 0.453
35. O -0.764
36. O -0.689
37. H 0.342
38. H 0.206
39. H 0.332
40. H -0.029
41. H 0.447
42. H 0.986
43. H 0.078
44. H 0.077
45. H 0.547
46. O -0.709
47. C 0.081
48. N -0.384
49. C 0.284
50. O -0.676
51. C 0.708
52. C -0.734
53. C -0.221
54. C -1.191
55. C -0.192
56. C 0.249
57. H 0.662
58. H 0.233
59. H -0.002
60. H 0.300


(4)
The following is a DFT calculation (ωB97M-V/def2-TZVPD) of 2 unconnected molecules or ions with the total composition C21H26N.

The value obtained for the energy above the lowest of the compared OMol25 structures with the same formula, charge and spin is 303.02 kJ/mol. Its gap between HOMO and LUMO is 4.226 eV. The value obtained for the HOMO energy is -10.01 eV.

Geometry as ORCA input:
```
! wB97M-V def2-TZVPD RIJCOSX def2/J DEFGRID3
* xyz 1 1
C 2.83413 -0.50039 -0.71396
N 3.04738 0.59911 0.15598
C 3.01942 1.90341 -0.42652
C 3.67659 2.99702 0.42317
C 3.26241 2.88162 1.88991
C 3.53535 1.47843 2.43265
C 2.87153 0.40304 1.55988
H 3.22717 -1.42753 -0.27073
H 1.76609 -0.66806 -0.93884
H 3.34993 -0.31021 -1.66784
H 3.50060 1.82489 -1.41488
H 1.96803 2.20541 -0.62148
H 4.76720 2.90792 0.33489
H 3.40452 3.97398 0.00984
H 3.79531 3.62443 2.48849
H 2.19024 3.09440 1.97613
H 4.61759 1.29403 2.45892
H 3.17233 1.37469 3.46098
H 1.78756 0.37912 1.80705
H 3.25915 -0.60046 1.80416
C -2.32252 0.55566 -1.26170
C -3.62299 1.09198 -0.97025
C -4.03053 2.34645 -1.51460
C -5.29585 2.86832 -1.26791
C -6.21164 2.15957 -0.47268
C -5.83333 0.93175 0.08955
C -4.56704 0.40070 -0.15248
C -1.76888 -0.57842 -0.66719
C -0.62532 -1.24353 -1.12595
C -0.20977 -2.52874 -0.61923
C 0.59380 -3.42051 -1.39048
C 0.93950 -4.67977 -0.90660
C 0.51139 -5.09193 0.36492
C -0.27861 -4.23432 1.14249
C -0.62624 -2.97277 0.66703
H -1.72260 1.08354 -2.00780
H -3.31989 2.90642 -2.12628
H -5.58201 3.83661 -1.68329
H -7.20638 2.56429 -0.28375
H -6.53241 0.38847 0.72882
H -4.28199 -0.55928 0.28050
H -2.27764 -0.97942 0.21403
H -0.13627 -0.86438 -2.02775
H 0.90872 -3.11829 -2.39243
H 1.53337 -5.36161 -1.51951
H 0.77976 -6.07818 0.74628
H -0.63625 -4.55149 2.12452
H -1.23094 -2.30599 1.28398
*
```

So, what does the Mulliken scheme give us? The charges, in e, come out as:
1. C -0.965
2. N 0.194
3. C -0.552
4. C -0.656
5. C -0.661
6. C -0.684
7. C -0.562
8. H 0.315
9. H 0.246
10. H 0.351
11. H 0.332
12. H 0.231
13. H 0.319
14. H 0.328
15. H 0.305
16. H 0.308
17. H 0.326
18. H 0.326
19. H 0.219
20. H 0.373
21. C -0.424
22. C 0.838
23. C -0.399
24. C -0.584
25. C -0.325
26. C -0.667
27. C -0.329
28. C -0.304
29. C -0.175
30. C 0.809
31. C -0.187
32. C -0.640
33. C -0.314
34. C -0.740
35. C -0.300
36. H 0.379
37. H 0.345
38. H 0.385
39. H 0.391
40. H 0.376
41. H 0.318
42. H 0.019
43. H 0.497
44. H 0.382
45. H 0.398
46. H 0.394
47. H 0.387
48. H 0.376